This record from the OMol25 dataset describes a cluster of 2 separate species, C3H12N2O2 in total at a distorted geometry. The level of theory is ωB97M-V/def2-TZVPD.

The calculation puts the energy relative to the best compared isomer or geometry (same formula, charge and spin) at 2.5606 eV. The HOMO-LUMO gap is 0.3559 hartree. The value obtained for the HOMO energy is -8.8153 eV. The calculated total energy comes out at -381.420814 a.u. The largest force on an atom is 1.1 eV/Å.

Structure (ORCA input):
```
! wB97M-V def2-TZVPD RIJCOSX def2/J DEFGRID3
* xyz 0 1
O -1.287 2.935 -0.507
O -0.384 -1.509 0.651
N -1.607 0.614 -0.597
N 0.759 -0.950 -0.010
C -1.686 1.782 0.225
C 1.306 -1.956 -0.903
C 1.718 -0.546 1.003
H 2.561 -0.067 0.509
H 2.078 -1.393 1.600
H 0.527 -2.251 -1.604
H 1.655 -2.847 -0.368
H -0.617 0.471 -0.912
H -1.119 -0.888 0.361
H -1.022 1.639 1.089
H -2.718 1.899 0.586
H -1.325 3.709 0.061
H 1.233 0.168 1.667
H 2.140 -1.517 -1.447
H -2.212 0.708 -1.405
*
```



This record from the OMol25 dataset describes the ion C5H12NO with charge -1 at a distorted geometry. The level of theory is ωB97M-V/def2-TZVPD.

The calculation puts the energy relative to the best compared isomer or geometry (same formula, charge and spin) at 2.2732 eV. The HOMO-LUMO gap is 0.2240 hartree. The value obtained for the HOMO energy is -2.3395 eV. The calculated total energy comes out at -327.612509 a.u. The largest force on an atom is 3.6 eV/Å.

Structure (ORCA input):
```
! wB97M-V def2-TZVPD RIJCOSX def2/J DEFGRID3
* xyz -1 1
O 2.822 0.120 -1.467
N -0.740 -0.627 0.551
C 0.578 -0.152 1.119
C -1.794 0.318 0.241
C 1.284 0.795 0.228
C 1.555 -0.010 -1.110
C -3.202 -0.389 0.391
H 0.467 0.325 2.166
H -3.385 -0.709 1.421
H 2.194 1.229 0.758
H -3.950 0.278 -0.097
H 1.176 -1.092 1.230
H -1.564 0.548 -0.861
H 0.641 1.705 0.063
H -2.925 -1.305 -0.239
H 1.228 -1.167 -0.722
H 0.620 0.240 -1.630
H -0.664 -1.321 -0.250
H -1.758 1.331 0.831
*
```



This record from the OMol25 dataset describes a cluster of 2 separate species, C5H6N2S in total at a distorted geometry. The level of theory is ωB97M-V/def2-TZVPD.

The calculation puts the energy relative to the best compared isomer or geometry (same formula, charge and spin) at 7.0620 eV. The HOMO-LUMO gap is 0.2422 hartree. The value obtained for the HOMO energy is -7.9152 eV. The calculated total energy comes out at -701.579431 a.u. The largest force on an atom is 5.8 eV/Å.

Structure (ORCA input):
```
! wB97M-V def2-TZVPD RIJCOSX def2/J DEFGRID3
* xyz 0 1
S 0.179 2.361 -1.534
N 1.116 -1.740 1.711
N -1.065 -2.464 0.243
C -0.088 1.155 -0.292
C 0.700 0.717 0.886
C -0.972 0.012 -0.635
C 0.514 -0.716 0.958
C -0.521 -1.156 0.022
H 0.629 -2.798 1.890
H -2.595 -2.298 0.338
H -1.829 0.411 -1.160
H -0.586 -3.410 0.132
H 1.775 0.935 1.398
H 1.586 -1.255 2.636
*
```